DFT (the ωB97M-V functional and the def2-TZVPD basis) results for an isolated molecule of C3H4Cl2Si.

Summary:
HOMO energy = -10.343 eV
SMILES string = C#C[SiH2]C(Cl)Cl
E_tot = -1326.48337 a.u.
relative energy (zero: lowest compared OMol25 entry of this formula, charge and spin) = 84.6 kcal per mole
maximum force = 0.1185 hartree/bohr

XYZ file:
```
10
Properties=species:S:1:pos:R:3:forces:R:3
C 2.345 1.289 -0.128 -1.566 -2.247 0.805
C 1.626 0.333 0.098 -1.132 -1.178 0.088
C -1.330 -0.038 -0.511 -0.876 -0.561 2.283
Si 0.155 -1.022 0.474 0.548 5.755 -1.931
Cl -1.713 1.640 0.010 0.840 -0.204 -0.049
Cl -2.881 -0.941 -0.079 0.552 -0.382 -0.130
H 3.006 2.081 -0.087 0.885 1.154 -0.316
H -1.384 -0.012 -1.570 0.616 -0.155 -0.868
H -0.048 -1.060 1.863 -0.324 0.069 1.291
H 0.223 -2.269 -0.070 0.457 -2.250 -1.173
```
Positions in Å, forces in eV/Å.

Atomic partial charges in e from the Mulliken method, atoms 1 to 8:
1 C 0.319
2 C -0.906
3 C -0.283
4 Si 0.629
5 Cl -0.144
6 Cl -0.197
7 H 0.416
8 H 0.374

---

DFT (the ωB97M-V functional and the def2-TZVPD basis) results for a cluster of 3 separate species, CH8N2O3 in total.

Summary:
HOMO energy = -9.680 eV
SMILES string = NC(N)=O.O.O
E_tot = -378.16157 a.u.
relative energy (zero: lowest compared OMol25 entry of this formula, charge and spin) = 16.3 kcal per mole
maximum force = 0.0199 hartree/bohr

XYZ file:
```
14
Properties=species:S:1:pos:R:3:forces:R:3
N -2.289 -0.490 0.454 0.336 0.057 -0.721
C -1.660 0.397 -0.424 -0.148 0.184 0.998
N -0.702 -0.125 -1.253 -0.075 -0.318 -0.064
O -1.897 1.584 -0.364 0.059 0.241 -0.221
H -2.601 -1.371 0.082 0.057 -0.154 -0.030
H -3.001 0.020 0.936 -0.462 0.026 0.281
H -0.002 0.565 -1.466 0.005 -0.066 -0.251
H -0.345 -1.030 -0.997 0.185 0.020 0.020
H 1.290 0.366 2.822 -0.228 0.144 0.052
H 1.501 -0.080 1.411 -0.144 0.060 -0.196
O 0.860 0.392 1.959 0.471 -0.235 0.043
H 3.560 -0.484 -1.314 -0.006 -0.162 0.129
H 2.498 0.561 -1.081 0.000 -0.098 0.202
O 2.788 -0.305 -0.765 -0.048 0.300 -0.241
```
Positions in Å, forces in eV/Å.

Atomic partial charges in e from the Mulliken method, atoms 1 to 8:
1 N -0.480
2 C 0.651
3 N -0.483
4 O -0.606
5 H 0.224
6 H 0.250
7 H 0.197
8 H 0.257

---

DFT (the ωB97M-V functional and the def2-TZVPD basis) results for a structure of composition C2H11N2O2Pt.

Summary:
HOMO energy (spin up / spin down) = -10.920 / -14.684 eV
charge = +1
multiplicity = 5
E_tot = -461.56342 a.u.
relative energy (zero: lowest compared OMol25 entry of this formula, charge and spin) = 10.4 kcal per mole
maximum force = 0.0955 hartree/bohr

XYZ file:
```
18
Properties=species:S:1:pos:R:3:forces:R:3
C 0.812 -1.907 -0.453 3.279 -3.444 -1.216
Pt -0.255 -0.322 -0.062 -1.983 -1.209 1.377
N -0.795 1.639 0.397 1.058 1.113 -0.215
N -0.494 0.177 -2.127 -0.631 0.944 -2.305
H -0.008 2.064 0.848 1.006 0.586 0.447
H -1.763 -0.953 -0.109 -1.511 -0.278 0.236
H 0.624 -2.695 0.355 0.849 1.527 -0.246
H 1.853 -1.522 -0.670 -0.829 -1.531 0.288
H 0.328 -2.498 -1.296 0.469 1.326 0.066
H -0.009 1.042 -2.346 -0.003 0.080 -0.239
H -1.487 0.311 -2.309 0.077 0.008 -0.329
H -0.153 -0.519 -2.790 -0.084 -0.020 0.144
H -1.094 2.204 -0.356 -0.419 0.813 -0.955
H -1.508 1.616 1.077 -1.274 -0.261 0.942
O 1.379 1.464 1.975 -1.150 -2.465 0.662
C 1.011 0.364 2.465 1.405 2.063 0.144
O 0.246 -0.535 1.936 -0.704 0.674 0.763
H 1.312 0.069 3.463 0.443 0.074 0.436
```
Positions in Å, forces in eV/Å.

Atomic partial charges in e from the Mulliken method, atoms 1 to 8:
1 C -1.181
2 Pt 0.971
3 N -0.679
4 N -0.799
5 H 0.347
6 H -0.215
7 H 0.339
8 H 0.420

---

DFT (the ωB97M-V functional and the def2-TZVPD basis) results for a structure of composition C3H10GaHfINS.

Summary:
HOMO energy = -19.776 eV
charge = +3
E_tot = -2842.25793 a.u.
maximum force = 0.0388 hartree/bohr

XYZ file:
```
18
Properties=species:S:1:pos:R:3:forces:R:3
C 3.042 0.356 -0.129 0.114 0.099 0.122
C 1.819 -0.172 0.615 0.175 0.415 -0.927
S 0.521 -0.759 -0.501 0.777 -0.928 0.514
C -0.698 0.518 -0.834 -0.175 -0.187 0.127
Ga -2.503 0.611 0.252 -0.233 -0.295 -0.187
N -3.390 -1.009 0.103 0.691 0.168 -0.920
I -4.045 2.532 -0.323 0.226 -0.031 0.288
H 2.745 0.937 -0.999 0.010 0.069 -0.018
H 3.696 -0.448 -0.484 -0.043 -0.048 -0.107
H 3.635 0.980 0.538 0.054 0.009 0.022
H 1.433 0.494 1.385 -0.019 -0.245 0.240
H 2.196 -1.097 1.188 0.285 1.476 1.314
H -0.974 0.355 -1.876 -0.082 0.050 0.002
H -0.167 1.461 -0.716 -0.056 0.093 0.033
H -2.073 0.989 1.744 -0.168 0.432 -0.020
H -4.161 -1.155 -0.543 -0.522 0.034 0.381
H -2.848 -1.864 0.106 -0.053 -0.231 0.263
Hf 1.773 -2.731 0.474 -0.980 -0.880 -1.126
```
Positions in Å, forces in eV/Å.

Atomic partial charges in e from the Mulliken method, atoms 1 to 8:
1 C -0.850
2 C -0.116
3 S 0.197
4 C -0.780
5 Ga 0.327
6 N -0.308
7 I 0.418
8 H 0.323